Entry 1:
{
  "formula": "C25H29NO6",
  "method": "ωB97M-V/def2-TZVPD",
  "elements": ["C", "C", "C", "C", "C", "N", "C", "O", "C", "C", "C", "C", "C", "C", "C", "C", "C", "O", "C", "C", "C", "C", "O", "C", "O", "C", "C", "C", "C", "C", "O", "O", "H", "H", "H", "H", "H", "H", "H", "H", "H", "H", "H", "H", "H", "H", "H", "H", "H", "H", "H", "H", "H", "H", "H", "H", "H", "H", "H", "H", "H"],
  "xyz": [[3.99, 2.09, 4.50], [2.77, 2.12, 3.58], [1.61, 1.28, 4.10], [1.91, -0.22, 4.08], [0.73, -1.08, 4.56], [-0.44, -0.91, 3.73], [-0.94, -1.90, 2.98], [-0.51, -3.04, 2.95], [-2.12, -1.44, 2.11], [-1.57, -0.72, 0.91], [-1.25, -1.33, -0.26], [-1.32, -2.82, -0.42], [-0.85, -0.52, -1.39], [-0.64, -1.03, -2.67], [-0.27, -0.17, -3.69], [0.01, -0.32, -5.08], [0.31, 0.92, -5.54], [0.25, 1.86, -4.56], [-0.11, 1.21, -3.43], [-0.31, 1.77, -2.18], [-0.15, 3.23, -1.90], [-0.69, 0.87, -1.17], [-0.89, 1.42, 0.05], [-1.32, 0.70, 1.11], [-1.45, 1.27, 2.17], [0.68, 1.27, -6.93], [1.04, -0.02, -7.68], [0.00, -1.11, -7.42], [0.01, -1.54, -5.95], [0.44, -0.77, 6.02], [1.26, -0.79, 6.89], [-0.85, -0.49, 6.24], [4.43, 1.10, 4.53], [3.71, 2.38, 5.51], [4.75, 2.78, 4.14], [2.43, 3.16, 3.49], [3.05, 1.78, 2.59], [0.73, 1.48, 3.48], [1.37, 1.58, 5.12], [2.76, -0.44, 4.73], [2.17, -0.53, 3.06], [1.01, -2.14, 4.50], [-0.84, 0.01, 3.65], [-2.73, -0.75, 2.69], [-2.71, -2.30, 1.82], [-2.26, -3.10, -0.89], [-0.51, -3.17, -1.04], [-1.25, -3.31, 0.55], [-0.77, -2.08, -2.87], [-1.08, 3.64, -1.51], [0.62, 3.38, -1.15], [0.12, 3.75, -2.81], [1.52, 1.97, -6.94], [-0.16, 1.77, -7.42], [1.11, 0.18, -8.75], [2.02, -0.38, -7.34], [0.19, -1.97, -8.05], [-0.99, -0.72, -7.67], [-0.86, -2.16, -5.73], [0.90, -2.14, -5.74], [-1.00, -0.31, 7.18]],
  "homo_lumo_gap_ev": 8.2,
  "spin_multiplicity": 1
}


Entry 2:
{
  "formula": "C25H29NO6",
  "method": "ωB97M-V/def2-TZVPD",
  "elements": ["C", "C", "C", "C", "O", "O", "C", "C", "C", "C", "C", "C", "H", "C", "C", "O", "C", "H", "C", "H", "C", "H", "H", "C", "H", "H", "H", "H", "H", "C", "H", "H", "C", "C", "O", "N", "H", "C", "C", "H", "H", "C", "C", "H", "H", "H", "C", "H", "H", "H", "H", "C", "O", "O", "H", "H", "H", "H", "H", "H", "H"],
  "xyz": [[0.42, 3.40, -0.41], [1.11, 2.17, -0.44], [1.69, 1.70, -1.58], [2.41, 0.53, -1.76], [2.86, 0.27, -2.82], [2.53, -0.24, -0.77], [2.03, 0.10, 0.35], [1.76, -0.86, 1.44], [1.13, -0.56, 2.58], [0.54, 0.71, 2.82], [0.45, 1.38, 1.71], [1.02, 1.22, 0.45], [-0.08, 2.71, 1.89], [-0.01, 0.51, 4.14], [0.26, -0.53, 4.61], [1.26, -1.33, 3.68], [0.15, -0.97, 6.01], [-0.63, -1.86, 5.86], [-0.57, -0.01, 6.94], [0.46, 0.62, 7.08], [-1.58, 0.92, 6.00], [-2.18, 0.07, 5.59], [-1.94, 1.50, 6.71], [-0.71, 1.47, 4.80], [-0.52, 2.34, 5.19], [-1.64, 1.98, 4.28], [-0.85, -0.15, 7.75], [0.84, -1.70, 6.48], [2.53, -1.83, 1.25], [1.83, 2.54, -3.01], [1.33, 3.46, -2.89], [2.66, 2.61, -3.46], [0.86, 1.79, -4.07], [-0.35, 1.42, -3.46], [-1.36, 2.02, -3.28], [-0.30, -0.17, -2.94], [0.44, -0.40, -3.13], [-1.06, -0.82, -2.27], [-0.93, -2.24, -2.22], [0.18, -2.44, -2.10], [-1.28, -2.59, -1.27], [-1.09, -3.16, -3.58], [-0.47, -2.51, -4.79], [0.63, -2.45, -4.56], [-0.88, -1.55, -5.07], [-0.73, -3.11, -5.38], [-0.92, -4.39, -3.11], [-1.47, -4.70, -2.20], [-0.07, -4.68, -2.97], [-1.25, -5.17, -4.18], [-2.42, -2.91, -3.62], [-1.58, -0.14, -0.84], [-1.45, -0.77, 0.33], [-1.81, 1.18, -0.78], [-1.81, 1.57, -1.64], [-2.09, -0.74, -2.77], [1.38, 1.10, -4.59], [0.62, 2.53, -4.94], [0.28, 3.89, -1.36], [1.07, 3.98, 0.45], [-0.73, 3.30, -0.11]],
  "homo_lumo_gap_ev": 8.1,
  "spin_multiplicity": 1
}